18
Properties=species:S:1:pos:R:3 method="wB97M-V/def2-TZVPD" e_homo_ev=-8.06 gap_ev=8.515 e_above_lowest_kcal_mol=68.85 max_force_ev_per_a=4.188
O 2.077 -1.885 -0.028
O 3.744 -0.422 -0.171
N -1.575 -0.422 -0.531
N 2.028 1.692 -0.323
N 0.996 2.550 -0.178
C 0.284 0.484 0.359
C -2.564 0.331 -0.377
C 1.581 0.408 -0.022
C 2.424 -0.761 -0.095
C 0.037 1.856 0.267
C -0.620 -0.633 0.538
H -3.129 0.528 -1.247
H -0.824 2.461 0.572
H -0.177 -1.676 0.629
H -1.108 -0.503 1.552
H 4.227 -1.282 -0.327
H -1.036 -0.785 -1.393
H 2.893 2.045 -0.804